Molecular formula: C27H56AlClF2MgNO8PS2Si2
Method: DFT, wB97M-V/def2-TZVPD

Structure (XYZ):
```
102
Properties=species:S:1:pos:R:3:forces:R:3
C 1.0348 -2.2800 7.1782 -0.08 -0.26 -0.07
H 1.1478 -1.3932 6.5498 -0.03 0.02 0.02
H 3.2896 1.4803 -6.3687 0.15 0.31 0.28
H 4.9535 0.0564 -4.2671 -0.05 -0.15 -0.12
H -4.4413 4.5828 -6.6422 -0.01 0.01 0.00
H 3.7042 3.0519 0.6873 0.02 0.01 -0.01
H -1.1050 -0.8155 -4.9340 -0.21 -0.03 0.19
O 0.2995 1.8568 3.1673 -0.05 0.18 0.24
H -0.6353 0.4099 -2.2922 0.05 0.05 -0.26
C 1.5610 -0.4149 -5.0471 0.74 0.17 -0.53
C 4.1117 -0.0310 -4.9676 0.21 1.43 0.07
H 0.5948 0.7778 -6.6189 0.03 -0.41 0.11
H -1.6987 -8.3582 8.3131 0.06 -0.02 -0.04
O -5.3656 -0.4717 -2.4842 -0.23 0.24 -0.06
H 4.9776 1.7027 2.3648 -0.05 -0.09 0.00
C -7.3298 5.5588 -5.1527 -0.06 0.05 0.02
P -1.3189 2.4269 -5.7686 0.54 -0.62 0.72
O -1.1943 0.5022 4.5806 0.15 -0.22 0.24
C -5.3232 4.5525 -6.0132 0.28 -0.07 -0.16
Si -0.1593 -3.4862 6.3864 0.40 1.68 0.20
H 2.0186 -2.7362 7.3073 0.00 0.03 0.05
C -1.7944 -2.5966 6.1646 -0.30 -0.32 0.06
C -5.5746 3.4422 -5.2315 -0.33 0.35 0.03
H 2.7352 4.2014 -3.7638 -0.09 0.02 -0.18
C 2.7960 -0.0471 -4.1893 -0.46 -1.05 0.15
H -6.8453 2.4752 -3.8141 0.09 -0.02 -0.01
H -1.2576 -8.1226 5.4801 -0.04 0.03 0.54
H 1.3933 -0.9242 1.5773 0.06 0.10 -0.01
H 2.8886 -0.8223 -3.4184 0.11 0.24 0.05
O -2.2490 -0.7434 -2.3584 -1.78 -1.50 1.17
C -1.3754 0.1129 -4.4172 0.69 1.10 0.22
C -6.2129 5.6161 -5.9752 -0.11 -0.04 0.11
H 4.2937 -0.9359 -5.5522 -0.33 -0.04 0.15
C 3.1670 3.8797 -4.7114 0.01 0.15 0.20
S -0.0886 3.7698 -6.5554 0.13 1.27 -0.44
Mg 7.1641 3.1998 -5.6498 0.51 0.25 0.00
H 3.5622 4.7510 -5.2477 0.10 -0.21 -0.05
H 0.3010 -0.9214 2.9644 0.01 0.01 -0.01
H 6.1082 1.1887 1.1026 0.07 0.12 0.13
H -8.4301 4.3920 -3.7251 0.01 -0.04 0.00
C -1.0268 3.0748 4.9320 -0.01 0.09 -0.07
C -1.0913 -7.4712 8.4941 -0.19 0.46 0.63
C -0.3867 1.2653 -4.6940 -0.91 -0.04 -1.42
H 1.9292 -0.9472 -5.9359 -0.11 -0.10 0.19
Al 6.1109 3.2423 -2.4717 1.08 0.18 0.51
H -1.6159 -1.6218 5.7053 0.17 -0.02 0.03
H 2.5776 0.8923 -3.6682 0.22 -0.07 -0.02
C -3.1131 -5.8229 6.9656 -0.04 0.59 -0.50
H -0.2116 -4.4521 4.0842 0.02 -0.02 0.02
H -1.0679 -6.5806 4.6243 -0.11 0.19 0.16
H -3.4239 -5.1941 7.8008 0.03 -0.02 0.00
H -6.0331 6.4895 -6.5881 0.04 -0.02 0.01
H 0.9506 -1.1400 -4.5066 -0.20 0.29 -0.05
H -1.8369 1.6701 -6.8614 -0.39 0.29 0.26
H -2.3881 0.3980 -4.7399 -0.07 -0.39 0.28
H 4.8127 2.5404 -0.5826 -0.08 -0.08 0.23
C 0.6588 -0.3297 2.1217 -0.17 -0.10 0.14
H -2.2898 -2.4348 7.1235 -0.02 0.01 -0.02
H -3.3461 -5.3010 6.0355 -0.10 0.03 0.05
H 2.0925 0.7920 3.2949 -0.11 0.11 0.12
H -1.7641 3.2328 4.1488 0.01 -0.04 0.00
Si -1.2915 -6.2675 7.0984 -0.55 -1.33 1.54
H 1.7009 1.4968 1.7349 -0.14 0.24 0.11
H 2.3652 3.4587 -5.3359 0.23 0.00 0.01
N -0.2908 -4.8905 7.4360 -0.09 -0.55 -1.25
H 1.5500 1.6687 -5.4668 -0.26 -0.04 -0.29
H 0.8075 -3.0160 4.1751 -0.06 0.13 0.22
C -1.4266 -0.1003 -2.8870 1.40 0.94 -1.22
Cl -1.1277 6.2292 -7.2156 0.28 -1.09 0.35
O 4.4891 2.6073 -3.2275 0.33 0.35 0.73
C -6.6809 3.3643 -4.4107 -0.09 -0.31 0.24
H 4.8461 0.8366 -6.7933 0.29 0.49 0.16
H -2.4264 2.9867 -5.1096 0.12 -0.16 -0.11
C 4.7334 2.7442 0.4957 -0.11 0.07 0.22
O 4.1982 0.4286 0.9803 -0.05 0.10 0.12
S -0.2121 1.5403 4.6437 -0.17 0.65 -0.42
H 0.6719 -1.9606 8.1569 0.04 0.02 0.00
H 1.4120 -4.5636 4.7813 -0.01 0.00 -0.04
H -1.5179 3.0072 5.9005 0.04 -0.09 0.00
C 5.0780 1.5034 1.2994 -0.01 -0.17 -0.46
H -0.2863 3.8702 4.9384 0.01 -0.03 -0.01
H -0.0371 -7.7789 8.5597 -0.01 -0.03 -0.34
H -4.5101 -0.6852 -2.8654 0.27 -0.11 0.01
O 0.9188 1.4360 5.5151 0.03 -0.35 0.04
C 4.2442 2.9127 -4.3921 -1.24 -0.27 -0.98
H 4.2919 0.2419 0.0399 -0.04 -0.08 0.09
C -0.7674 -7.1493 5.5085 0.73 0.34 -1.32
O 4.9736 2.3056 -5.3374 -1.02 -0.03 -0.24
C 0.5259 -3.9328 4.6965 0.00 -0.69 -0.08
C 1.2786 0.9722 2.5900 0.33 -0.61 -0.35
H -2.4724 -3.1506 5.5135 -0.03 -0.01 0.05
C 0.8244 0.8393 -5.5441 0.04 0.34 0.64
H -8.0214 6.3911 -5.1209 0.02 -0.01 -0.01
F 0.5402 -8.8957 7.1376 0.10 0.07 -0.21
H -3.7065 -6.7391 6.9869 0.19 -0.12 0.04
H 5.4001 3.5719 0.7444 0.00 0.01 -0.06
C 4.2462 1.1682 -5.9441 -0.05 -1.66 -0.67
H -1.3955 -7.0316 9.4525 -0.05 -0.02 -0.01
F -4.7146 2.4020 -5.2675 0.13 -0.07 -0.07
C -7.5617 4.4347 -4.3692 0.13 0.11 -0.17
H -0.1975 -0.1383 1.4743 0.05 0.01 -0.04
H 0.3079 -7.3071 5.4875 -0.06 -0.13 0.23
```
Forces are in eV/Å.

Calculated values
HOMO: -5.881 eV
Net charge: 0
Multiplicity: 1
Frontier orbital gap: 1.2931 eV
Electronic energy: -123474.9680 eV

Atom charges from the Mulliken analysis, given in e for atoms 1 to 5: atom 1 (C): -0.866, atom 2 (H): 0.186, atom 3 (H): 0.398, atom 4 (H): 0.316, atom 5 (H): 0.395


Molecular formula: H26O13
Method: DFT, wB97M-V/def2-TZVPD

Structure (XYZ):
```
39
Properties=species:S:1:pos:R:3:forces:R:3
H 0.3097 0.0339 -0.7063 -0.07 -0.20 0.11
H -4.2283 1.9163 2.8126 -0.14 0.12 -0.15
O 0.3001 0.1501 0.2504 -0.10 -0.19 -0.30
H -0.4550 2.6765 1.1213 0.20 -0.04 -0.49
O 0.4084 3.8596 2.7764 0.33 0.13 1.31
O 1.4634 -4.0543 -3.2622 -1.75 -1.17 -0.06
H -0.1236 3.7084 0.0558 0.26 0.01 0.17
H -2.2765 -3.1068 -2.3695 -0.03 0.13 -0.05
O -4.2793 1.2997 2.0736 -0.13 0.05 0.34
H 2.1683 -1.6304 -3.6547 0.11 0.58 -0.16
H -2.1153 -3.9542 2.7919 -0.10 -0.03 -0.05
H 1.0907 0.0926 4.6244 0.09 0.13 0.01
H -4.3058 0.4324 2.4932 -0.09 -0.03 -0.23
O -0.7949 3.4781 0.7079 -1.10 -0.61 -1.01
O 1.1194 2.6675 -1.2782 -0.08 -0.12 -0.44
H -1.1793 -3.2749 -3.4077 0.12 -0.08 0.02
H -1.2047 -0.4278 2.7947 0.05 0.01 -0.13
H 0.2134 4.6772 3.2482 0.13 -0.10 0.00
O 2.9987 1.1355 0.8280 0.32 -0.14 -0.05
H 3.5071 -1.7435 -2.9443 0.10 0.00 -0.16
H -0.4571 3.5326 2.5063 0.24 0.61 0.19
H 1.1938 -3.7751 -2.3799 0.15 -0.03 -0.11
H -1.8622 -3.4995 1.3639 -0.09 0.03 0.01
O 2.8809 -2.2529 -3.4710 1.12 1.69 0.09
O -2.5591 -3.5738 2.0255 0.22 0.02 0.06
H -0.6285 -0.5418 -4.1625 -0.11 -0.07 -0.02
H -0.5241 0.6197 0.4214 -0.19 -0.10 0.24
H 0.3747 2.0622 -1.3676 0.04 0.20 0.02
H -0.1560 -1.4052 -5.3206 -0.06 0.11 -0.06
O 1.9499 0.4938 4.4522 -0.02 -0.25 -0.07
H 2.8991 0.3976 0.2160 -0.11 0.03 0.21
O 0.0490 -0.5916 -4.8463 0.22 -0.21 0.20
H 1.8939 2.1042 -1.3875 0.05 0.25 0.26
H -2.2635 0.5720 3.2298 0.07 0.12 -0.23
H 3.1032 0.7141 1.6885 0.06 0.18 -0.16
O -1.6953 0.3422 2.4860 0.29 -0.21 0.25
H 1.5106 -3.2327 -3.7640 0.07 -0.88 0.29
H 2.1524 0.2347 3.5462 -0.13 0.11 0.14
O -1.6707 -2.6018 -2.9236 0.06 -0.05 0.01
```
Forces are in eV/Å.

Calculated values
HOMO: -10.071 eV
Net charge: 0
Relative energy (zero: lowest compared OMol25 entry of this formula, charge and spin): 100.8 kcal/mol
Multiplicity: 1
Frontier orbital gap: 9.6038 eV
Electronic energy: -27037.5742 eV

Atom charges from the natural (NBO) analysis, given in e for atoms 1 to 5: atom 1 (H): 0.456, atom 2 (H): 0.462, atom 3 (O): -0.946, atom 4 (H): 0.461, atom 5 (O): -0.944


Molecular formula: C4H12NO2
Method: DFT, wB97M-V/def2-TZVPD

Structure (XYZ):
```
19
Properties=species:S:1:pos:R:3:forces:R:3
O 1.0883 2.1207 -1.6346 -0.20 0.16 -0.57
H -1.0854 -2.7321 1.2546 0.04 0.23 0.17
H 2.2537 -1.2627 -0.8098 -0.52 -1.09 0.63
H -1.9288 -1.2220 0.5641 0.60 0.46 0.81
H 0.4243 -0.0041 3.0641 -0.08 -0.35 -0.19
H 0.0566 -2.9019 -0.8682 1.04 0.28 0.42
C -1.0181 -1.8295 0.6490 -2.09 -1.36 -1.60
H 1.6185 0.2018 0.0109 0.01 0.25 -0.09
H -0.3938 2.1790 -0.7661 0.45 -0.33 1.13
C 0.1424 -0.7187 -1.1894 0.19 0.36 0.12
C 1.3641 -0.6799 -0.5720 1.20 0.68 -1.35
H 0.1210 -0.8169 1.7136 0.06 -0.01 0.96
H -1.9276 1.9597 0.0646 -0.38 -0.77 0.20
C -0.2450 -1.9133 -0.5130 0.02 -0.36 -0.21
H -0.7975 2.8788 0.8419 0.72 -0.34 0.40
H -0.3764 0.1808 -1.5178 -0.58 -0.43 0.58
N -0.9299 2.1217 0.1635 -0.81 1.78 -1.16
O 0.5339 -0.0331 2.1015 0.12 0.83 -0.49
H 1.0997 2.4718 -2.5570 0.22 0.02 0.21
```
Forces are in eV/Å.

Calculated values
HOMO (alpha / beta): -18.188 / -19.255 eV
Net charge: +2
Relative energy (zero: lowest compared OMol25 entry of this formula, charge and spin): 177.2 kcal/mol
Multiplicity: 2
Frontier orbital gap (alpha / beta): 7.0092 / 6.4327 eV
Electronic energy: -9899.7515 eV

Atom charges from the natural (NBO) analysis, given in e for atoms 1 to 5: atom 1 (O): -0.402, atom 2 (H): 0.269, atom 3 (H): 0.311, atom 4 (H): 0.241, atom 5 (H): 0.521


Molecular formula: C9H26N6OP3S
Method: DFT, wB97M-V/def2-TZVPD

Structure (XYZ):
```
46
Properties=species:S:1:pos:R:3:forces:R:3
H 0.7398 4.8155 -3.3589 0.57 -1.21 -0.63
N 3.7289 0.8105 -4.8440 -4.28 -2.11 -0.42
H -0.3872 -0.9804 -1.5183 0.07 -0.16 0.21
H -0.6824 -1.7382 4.5086 0.02 -0.04 0.03
H -4.2544 -1.8151 2.2795 -0.04 -0.20 0.08
C -0.7678 -0.3210 -0.7284 -0.37 -0.01 0.26
S 2.8713 -0.8046 -7.0769 0.28 1.81 4.15
H -1.7921 -0.0666 -1.0043 0.13 0.14 0.05
C 2.1207 3.1698 -4.2354 -0.21 0.27 0.17
N -0.3277 3.0420 -3.5518 2.12 0.91 -0.29
H 0.6720 -1.4529 3.4099 -0.16 -0.08 -0.23
H -2.8073 -2.8665 0.5196 0.04 -0.16 0.00
C 3.1502 -0.0073 -5.6711 2.39 0.39 -3.01
H 0.7195 -2.1897 1.5395 -0.01 0.17 0.21
N -0.7261 -0.9984 0.5703 0.19 -0.32 -1.28
H -3.6550 -2.9727 3.4875 0.12 0.04 -0.10
H 4.6031 1.4672 -1.7932 -0.58 0.68 -0.32
H -3.5299 -1.2502 3.7835 0.13 0.08 -0.05
H 1.2435 0.5657 -3.9876 0.43 0.36 0.30
P -1.7930 -0.3466 1.7875 8.16 0.13 0.26
N 3.0250 -0.3978 -1.3439 -0.25 1.37 -1.41
H 0.4694 -0.4354 4.7818 -0.23 0.26 -0.10
H 2.5774 2.0608 -0.8446 0.31 0.10 -0.73
C -1.6123 0.8350 4.1984 -0.10 0.45 -0.31
P 3.2142 1.1359 -1.7394 -0.04 -2.87 1.61
C -3.4594 -2.0128 3.0053 -0.05 0.06 0.75
H 2.2561 3.2615 -5.3546 -0.43 -0.05 1.13
H 1.1457 -1.7299 -0.0614 -0.18 0.23 -0.07
H -1.0404 3.6798 -3.1687 0.09 -0.56 -0.14
H 1.2338 -0.5039 1.2154 0.14 0.00 0.07
H -1.1821 -3.3822 1.0148 -0.02 0.34 -0.03
N -2.1223 -2.0021 2.3532 -3.15 0.56 -1.31
C 0.6546 -1.3541 0.8400 -0.19 -0.63 0.44
P 2.4111 1.3617 -3.7903 1.25 1.89 -1.05
H -2.1527 1.6325 3.6861 0.04 -0.09 -0.11
H 2.5513 -0.8913 -2.1165 0.24 -0.14 0.81
H -2.3351 0.2660 4.7960 0.04 0.02 0.17
N -0.9066 -0.0270 3.2441 -0.29 0.39 0.86
C -0.0905 -0.9649 4.0053 -0.19 -0.52 0.07
O -1.6556 1.0853 1.2448 -4.18 -0.65 0.37
H -0.1662 0.5983 -0.7302 -0.04 0.14 -0.06
C 0.7581 3.7273 -3.6877 -1.13 0.18 0.36
H -2.5594 -4.0165 1.8442 -0.19 0.31 0.26
C -2.1710 -3.1068 1.3754 0.28 -0.31 -0.40
H 2.9438 3.8035 -3.7702 -0.77 -1.04 -0.51
H -0.9132 1.3168 4.8866 0.05 -0.12 -0.07
```
Forces are in eV/Å.

Calculated values
HOMO: -10.104 eV
Net charge: +1
Multiplicity: 1
Frontier orbital gap: 5.0419 eV
Electronic energy: -59431.4771 eV

Atom charges from the natural (NBO) analysis, given in e for atoms 1 to 5: atom 1 (H): 0.200, atom 2 (N): -0.717, atom 3 (H): 0.168, atom 4 (H): 0.177, atom 5 (H): 0.187